This record from the OMol25 dataset describes a molecular structure, C5H8O. The level of theory is the ωB97M-V functional and the def2-TZVPD basis.

Relative energy (zero: lowest compared OMol25 entry of this formula, charge and spin)   1.713 eV
Kohn-Sham gap   0.38611 Eh
Charge   0
E_HOMO   -9.43 eV
Spin multiplicity   1
E_tot   -7360.542 eV

Each line ends with the natural charge from an NBO analysis.
Geometry (Å):
C  -0.6959  -1.0394  -0.1910  -0.425
C  0.1334  0.0757  -0.8761  -0.244
C  -0.6580  1.0617  0.0335  -0.421
C  -0.4928  -0.1206  1.0132  0.089
O  0.9223  -0.0716  1.2607  -0.526
C  1.4400  -0.0006  -0.0838  -0.081
H  -1.7630  -0.9824  -0.4165  0.207
H  -0.3444  -2.0769  -0.2028  0.208
H  0.2205  0.1924  -1.9581  0.216
H  -1.6522  1.2812  -0.3646  0.211
H  -0.1593  1.9658  0.3867  0.210
H  -1.0748  -0.2808  1.9207  0.199
H  2.0502  -0.8888  -0.2865  0.178
H  2.0740  0.8843  -0.2354  0.180